Entry 1:
# C14H22I4O8PS

A cluster of 3 separate species, C14H22I4O8PS in total at a distorted geometry (wB97M-V/def2-TZVPD, the Open Molecules 2025 dataset).

Structure (XYZ):
```
50
Properties=species:S:1:pos:R:3:lowdin_charge:R:1
C 0.49 0.51 2.22 -0.25
C 0.27 1.92 1.73 -0.87
I 0.32 3.42 3.25 0.78
C 0.06 2.23 0.46 -0.75
I 0.00 0.63 -1.00 0.84
P -0.25 4.03 -0.22 0.46
O -0.85 5.57 -0.86 -0.33
C -0.19 5.71 -2.08 -0.33
C -0.20 4.34 -2.85 -0.84
S -1.74 4.17 -3.86 0.69
C 1.11 3.82 -3.46 -0.73
I 0.80 2.03 -4.64 0.80
C 1.95 4.78 -4.33 -0.83
C 2.68 5.86 -3.53 -0.17
I 0.88 5.65 -6.00 0.76
O -0.46 3.36 -1.83 -0.60
H -0.31 0.15 2.86 0.06
H 0.56 -0.18 1.39 -0.05
H 1.45 0.44 2.73 0.07
H -1.62 3.81 0.20 0.03
H 0.17 4.71 0.94 -0.10
H 1.13 4.25 -0.67 0.03
H -0.66 6.45 -2.74 0.10
H 0.77 6.15 -1.82 0.09
H -2.37 5.33 -3.58 -0.13
H 1.72 3.52 -2.61 0.07
H 2.71 4.17 -4.80 0.03
H 2.04 6.73 -3.44 0.05
H 2.83 5.52 -2.50 0.07
H 3.60 6.18 -4.00 0.07
C -2.11 -2.94 2.38 -0.11
C -0.94 -3.42 1.56 -0.11
O 0.15 -3.35 2.49 0.06
C -0.38 -3.42 3.74 -0.58
O 0.26 -3.57 4.73 0.15
O -1.73 -3.32 3.71 0.05
H -3.05 -3.42 2.09 0.13
H -2.24 -1.86 2.34 0.13
H -1.05 -4.46 1.23 0.12
H -0.75 -2.79 0.69 0.12
C 0.19 -8.89 2.33 -0.12
C -0.65 -7.74 2.82 -0.12
O -1.16 -7.19 1.60 0.05
C -1.15 -8.17 0.67 -0.57
O -1.66 -8.09 -0.40 0.17
O -0.47 -9.26 1.12 0.06
H 0.20 -9.73 3.03 0.13
H 1.21 -8.60 2.10 0.13
H -1.49 -8.05 3.45 0.13
H -0.07 -6.99 3.36 0.13
```

Calculated values
E   -3078.87574 hartree
Max |F|   2.98 eV/Å
Molar mass   888.98 g mol⁻¹
Gap between HOMO and LUMO   6.68 eV
Total charge   -1
HOMO energy   -0.1775 hartree

Entry 2:
# C14H22N

A cluster of 2 separate species, C14H22N in total at a distorted geometry (wB97M-V/def2-TZVPD, the Open Molecules 2025 dataset).

Structure (XYZ):
```
37
Properties=species:S:1:pos:R:3:lowdin_charge:R:1
C -1.40 -0.70 -3.43 -0.06
C -1.99 0.26 -2.64 -0.09
C -0.59 -1.62 -2.82 -0.07
C -1.83 0.23 -1.32 -0.10
C -0.51 -1.65 -1.45 -0.07
C -1.20 -0.78 -0.66 -0.30
C -1.06 -1.79 3.12 -0.10
C -1.16 -1.74 1.62 -0.13
C 0.41 2.69 -0.17 0.03
C 0.82 1.69 2.11 0.01
C 1.74 0.44 -1.39 0.03
C 2.13 -0.30 0.95 -0.03
C -1.05 -0.73 0.74 -0.11
C 0.93 1.57 0.57 -0.30
N 1.42 0.50 0.04 -0.13
H -1.60 -0.69 -4.46 0.11
H -2.69 0.95 -3.10 0.13
H -0.10 -2.28 -3.46 0.10
H -2.31 1.12 -0.91 0.13
H 0.16 -2.35 -0.80 0.16
H -1.73 -2.55 3.48 0.07
H -1.39 -0.98 3.75 0.07
H -1.10 -2.75 1.11 0.13
H 0.00 3.44 0.51 0.11
H 1.12 2.95 -0.90 0.09
H -0.47 2.20 -0.68 0.12
H 0.01 2.42 2.32 0.10
H 1.77 2.12 2.48 0.12
H 0.67 0.65 2.62 0.11
H 0.62 0.40 -1.80 0.12
H 2.21 1.23 -1.92 0.09
H 2.34 -0.56 -1.59 0.15
H 2.51 -1.07 0.32 0.09
H 3.00 0.25 1.22 0.12
H 1.60 -0.76 1.77 0.10
H -1.21 0.31 1.21 0.13
H -0.09 -2.13 3.59 0.10
```

Calculated values
E   -600.92215 hartree
Max |F|   8.04 eV/Å
Molar mass   204.34 g mol⁻¹
Gap between HOMO and LUMO (spin up / spin down)   4.66 / 7.14 eV
Total charge   +1
Multiplicity   3
HOMO energy (spin up / spin down)   -0.3016 / -0.4681 hartree

Entry 3:
# C14H22N2NiS5

A structure of composition C14H22N2NiS5 (wB97M-V/def2-TZVPD, the Open Molecules 2025 dataset).

Structure (XYZ):
```
44
Properties=species:S:1:pos:R:3:lowdin_charge:R:1
Ni -0.47 -0.06 0.83 0.13
C -3.25 1.03 -0.23 -0.45
C -2.35 1.64 -1.30 -0.46
S -0.65 1.00 -1.35 0.93
C -0.77 -0.45 -2.44 -0.47
C -1.48 -1.67 -1.86 -0.45
S -0.71 -2.14 -0.28 0.95
C -2.04 -2.87 0.70 -0.45
C -1.61 -2.92 2.16 -0.46
S -0.94 -1.37 2.86 0.93
C -2.40 -0.51 3.49 -0.47
C -3.34 0.04 2.43 -0.44
S -2.42 1.18 1.37 0.96
H -3.46 -0.02 -0.43 0.07
H -4.20 1.57 -0.20 0.11
H -2.24 2.72 -1.14 0.09
H -2.79 1.52 -2.29 0.11
H 0.26 -0.69 -2.69 0.09
H -1.26 -0.14 -3.36 0.10
H -1.39 -2.51 -2.55 0.10
H -2.54 -1.49 -1.69 0.08
H -2.22 -3.89 0.34 0.11
H -2.95 -2.29 0.55 0.07
H -0.82 -3.66 2.31 0.09
H -2.45 -3.22 2.79 0.10
H -2.00 0.29 4.12 0.09
H -2.93 -1.20 4.16 0.10
H -4.15 0.59 2.91 0.10
H -3.77 -0.75 1.82 0.08
N 4.07 3.14 5.10 0.10
C 2.96 3.63 4.54 -0.83
S 2.30 5.06 4.95 0.78
C 2.31 2.74 3.51 -0.18
C 2.57 1.38 3.40 0.02
C 1.87 0.62 2.49 -0.11
N 0.96 1.14 1.65 -0.06
C 0.74 2.46 1.72 -0.12
C 1.38 3.28 2.63 -0.01
H 4.54 3.70 5.79 0.11
H 4.55 2.31 4.78 0.10
H 3.28 0.86 4.04 0.12
H 2.05 -0.45 2.41 0.12
H 0.04 2.88 1.01 0.10
H 1.17 4.34 2.66 0.09
```

Calculated values
E   -4154.94714 hartree
Max |F|   0.56 eV/Å
Molar mass   437.37 g mol⁻¹
Gap between HOMO and LUMO (spin up / spin down)   7.33 / 5.81 eV
Total charge   +2
Multiplicity   3
HOMO energy (spin up / spin down)   -0.4861 / -0.4860 hartree

Entry 4:
# C14H22N2O3

An isolated molecule of C14H22N2O3 (wB97M-V/def2-TZVPD, the Open Molecules 2025 dataset).

Structure (XYZ):
```
41
Properties=species:S:1:pos:R:3:lowdin_charge:R:1
C -5.53 -1.70 -3.98 0.00
C -4.74 -0.95 -2.93 -0.52
O -5.02 0.18 -2.59 0.07
N -3.71 -1.68 -2.43 0.11
C -2.77 -1.34 -1.45 -0.23
C -2.76 -0.11 -0.80 0.01
C -1.80 0.17 0.16 0.00
C -0.85 -0.78 0.50 -0.27
O 0.13 -0.63 1.44 -0.07
C 0.18 0.54 2.24 -0.13
C 0.82 1.77 1.57 -0.34
O -0.22 2.64 1.17 -0.04
C 1.72 1.40 0.36 -0.17
N 2.75 0.42 0.61 -0.03
C 3.76 0.73 1.62 -0.47
C 4.61 1.92 1.17 -0.07
C 4.63 -0.51 1.79 -0.07
C -0.86 -2.02 -0.15 0.00
C -1.81 -2.29 -1.11 -0.03
H -5.95 -2.61 -3.56 0.08
H -4.88 -1.97 -4.81 0.08
H -6.33 -1.07 -4.35 0.08
H -3.60 -2.61 -2.81 0.14
H -3.49 0.63 -1.06 0.10
H -1.81 1.14 0.62 0.10
H 0.80 0.24 3.09 0.13
H -0.81 0.82 2.60 0.14
H 1.43 2.29 2.33 0.14
H 0.14 3.35 0.62 0.10
H 2.19 2.32 -0.01 0.12
H 1.08 1.01 -0.43 0.13
H 2.32 -0.47 0.83 0.10
H 3.30 0.98 2.60 0.13
H 4.04 2.85 1.19 0.06
H 5.46 2.03 1.83 0.07
H 4.96 1.75 0.16 0.08
H 4.03 -1.35 2.14 0.07
H 5.42 -0.32 2.52 0.07
H 5.09 -0.77 0.84 0.08
H -0.11 -2.75 0.11 0.12
H -1.80 -3.25 -1.61 0.11
```

Calculated values
E   -881.90412 hartree
Max |F|   0.63 eV/Å
Molar mass   266.34 g mol⁻¹
Gap between HOMO and LUMO   8.65 eV
HOMO energy   -0.2902 hartree
SMILES string   CC(=O)Nc1ccc(OC[C@H](O)CNC(C)C)cc1

Entry 5:
# C14H22O

An isolated molecule of C14H22O at a distorted geometry (wB97M-V/def2-TZVPD, the Open Molecules 2025 dataset).

Structure (XYZ):
```
37
Properties=species:S:1:pos:R:3:lowdin_charge:R:1
C -0.54 -3.61 2.79 0.01
C -0.95 -2.64 1.91 -0.20
C -1.47 -3.03 0.63 -0.24
C -1.42 -1.76 -0.26 -0.21
C -2.26 -0.61 0.30 -0.18
C -1.68 0.82 0.01 -0.57
C -1.96 1.30 -1.50 -0.01
C -2.51 1.72 0.87 -0.07
C -0.32 0.95 0.37 -0.01
C 0.86 1.12 0.55 -0.01
C 2.24 1.03 0.81 -0.14
C 3.09 1.83 -0.20 -0.40
O 3.60 2.89 0.04 0.11
C 3.16 1.06 -1.52 -0.17
C 3.94 1.85 -2.63 -0.08
H -0.07 -3.42 3.78 0.06
H -0.80 -4.64 2.71 0.04
H -0.74 -1.58 2.10 0.10
H -2.53 -3.15 0.71 0.11
H -0.98 -3.92 0.29 0.12
H -0.36 -1.40 -0.14 0.10
H -1.50 -1.91 -1.45 0.16
H -3.28 -0.74 -0.14 0.13
H -2.42 -0.62 1.39 0.11
H -2.05 2.39 -1.47 0.07
H -2.94 0.82 -1.68 0.08
H -1.12 1.09 -2.16 0.07
H -2.04 2.84 0.89 0.15
H -2.58 1.23 1.79 0.05
H -3.49 1.86 0.29 0.11
H 2.38 1.35 1.81 0.11
H 2.69 -0.03 0.72 0.16
H 3.80 0.15 -1.42 0.12
H 2.12 0.70 -1.74 0.12
H 3.45 1.51 -3.55 0.08
H 3.70 2.85 -2.47 0.04
H 5.01 1.72 -2.45 0.09
```

Calculated values
E   -621.72279 hartree
Max |F|   4.94 eV/Å
Molar mass   206.33 g mol⁻¹
Gap between HOMO and LUMO   9.87 eV
HOMO energy   -0.3361 hartree
SMILES string   C=CCCCC(C)(C)C#CCC(=O)CC